12
Properties=species:S:1:pos:R:3 method="wB97M-V/def2-TZVPD" e_above_lowest_kcal_mol=50.76 charge=+1 e_lumo_ev="-5.983 / -5.038" total_energy_ev=-28844.0682
C 0.045 -0.243 -0.083
C -1.384 1.480 -0.937
N -0.310 0.721 -0.968
N 1.206 -0.906 -0.240
O 1.394 -1.381 2.342
S -1.104 -0.616 1.155
S -0.020 -1.602 2.644
H -1.570 2.156 -1.751
H -2.083 1.411 -0.124
H 0.323 0.845 -1.759
H 1.892 -0.520 -0.876
H 1.610 -1.345 0.596



78
Properties=species:S:1:pos:R:3 method="wB97M-V/def2-TZVPD" charge=+2 e_lumo_ev="-7.679 / -7.300" s2=0.76 total_energy_ev=-134567.5242 multiplicity=2
Cr -0.187 -0.365 0.565
C -0.983 -0.139 -2.885
C -1.461 -0.594 -1.528
C -2.363 0.200 -0.781
C -2.871 1.477 -1.400
C -2.808 -0.250 0.475
C -3.798 0.524 1.310
C -2.386 -1.505 0.963
C -2.958 -1.996 2.269
C -1.538 -2.324 0.190
C -1.183 -3.721 0.618
C -1.085 -1.871 -1.061
C -0.337 -2.829 -1.948
H -1.568 -0.640 -3.667
H 0.064 -0.383 -3.044
H -1.094 0.933 -3.027
H -3.269 1.264 -2.394
H -2.071 2.212 -1.524
H -3.664 1.943 -0.828
H -3.462 0.615 2.345
H -4.753 -0.012 1.332
H -3.993 1.523 0.940
H -4.039 -2.113 2.168
H -2.796 -1.283 3.080
H -2.561 -2.956 2.572
H -1.964 -4.408 0.276
H -1.098 -3.827 1.692
H -0.241 -4.046 0.187
H 0.628 -3.107 -1.536
H -0.173 -2.430 -2.943
H -0.922 -3.746 -2.048
C 3.393 -2.828 -1.931
C 3.993 -1.437 -2.162
C 3.027 -0.271 -2.421
C 3.195 0.356 -3.659
C 2.439 1.438 -4.068
C 1.491 1.950 -3.207
C 1.287 1.378 -1.963
C 0.327 2.109 -1.044
C 1.053 3.149 -0.186
C 2.027 0.255 -1.568
N 1.661 -0.332 -0.286
C 2.533 -0.978 0.454
C 2.066 -1.679 1.571
C 2.669 -2.415 2.586
C 1.644 -2.769 3.464
C 0.453 -2.218 2.971
N 0.694 -1.570 1.819
H 4.190 -3.570 -1.835
H 2.772 -3.114 -2.784
H 2.788 -2.894 -1.029
H 4.611 -1.509 -3.052
H 4.702 -1.192 -1.372
H 3.959 -0.032 -4.326
H 2.601 1.884 -5.044
H 0.900 2.817 -3.496
H -0.242 1.429 -0.394
H -0.430 2.608 -1.650
H 1.782 2.675 0.476
H 0.357 3.746 0.414
H 1.600 3.830 -0.840
H 3.591 -0.947 0.232
H 3.725 -2.662 2.659
H 1.738 -3.355 4.370
H -0.534 -2.251 3.414
Se 1.448 0.956 3.235
N 0.128 1.042 1.991
C -0.527 2.200 2.192
C -1.630 2.695 1.444
C -2.146 3.908 1.775
C -1.620 4.708 2.845
C -0.572 4.282 3.579
C 0.003 3.009 3.267
N 1.036 2.496 3.909
H -2.038 2.123 0.624
H -2.989 4.292 1.207
H -2.074 5.670 3.058
H -0.150 4.871 4.389



122
Properties=species:S:1:pos:R:3 method="wB97M-V/def2-TZVPD" e_above_lowest_kcal_mol=20.82 charge=-1 e_lumo_ev=1.892 total_energy_ev=-171392.5916
Sr 1.470 -0.307 -0.697
C 1.323 -3.181 -2.468
N 1.152 -2.573 -1.138
C 2.231 -2.947 -0.225
C -0.197 -2.831 -0.692
C -0.558 -4.021 -0.091
C -1.885 -4.290 0.233
C -2.835 -3.311 -0.012
C -2.488 -2.117 -0.628
C -1.172 -1.854 -1.065
N -0.711 -0.757 -1.747
C -1.460 -0.007 -2.618
C -2.776 -0.269 -3.056
C -3.463 0.599 -3.896
C -2.862 1.756 -4.359
C -1.521 1.974 -4.045
C -0.815 1.113 -3.226
N 0.614 1.233 -3.057
C 1.159 2.568 -3.271
C 1.255 0.297 -3.994
H 1.301 -4.278 -2.408
H 2.273 -2.887 -2.900
H 0.513 -2.852 -3.118
H 2.370 -4.031 -0.128
H 2.040 -2.542 0.772
H 3.172 -2.531 -0.596
H 0.207 -4.763 0.116
H -2.158 -5.239 0.678
H -3.868 -3.471 0.282
H -3.248 -1.363 -0.771
H -3.263 -1.181 -2.747
H -4.482 0.364 -4.182
H -3.403 2.458 -4.981
H -1.023 2.832 -4.479
H 1.016 2.926 -4.300
H 2.232 2.536 -3.081
H 0.706 3.272 -2.575
H 1.079 0.597 -5.037
H 0.846 -0.703 -3.848
H 2.328 0.279 -3.827
C 3.277 2.458 2.320
C 3.500 1.820 1.101
C 2.555 2.307 0.151
C 1.783 3.293 0.820
C 2.206 3.372 2.149
H 3.817 2.275 3.242
H 4.297 1.119 0.877
H 2.838 2.401 -0.895
H 1.038 3.919 0.346
H 1.791 4.013 2.920
O 0.496 -0.655 1.293
As -0.215 -1.310 2.634
C 0.099 -3.173 3.028
C -0.920 -4.105 3.164
C -0.612 -5.410 3.525
C 0.707 -5.781 3.743
C 1.726 -4.843 3.622
C 1.421 -3.537 3.275
C -2.097 -0.960 2.769
C -2.806 -1.416 3.876
C -4.151 -1.109 4.007
C -4.780 -0.344 3.033
C -4.063 0.128 1.944
C -2.713 -0.167 1.808
C 0.524 -0.492 4.209
C 0.431 -1.098 5.460
C 0.928 -0.442 6.575
C 1.516 0.811 6.435
C 1.607 1.407 5.187
C 1.111 0.757 4.064
H -1.945 -3.822 2.968
H -1.405 -6.141 3.623
H 0.944 -6.803 4.008
H 2.754 -5.128 3.806
H 2.207 -2.794 3.206
H -2.311 -2.001 4.641
H -4.704 -1.462 4.868
H -5.833 -0.109 3.128
H -4.566 0.725 1.195
H -2.137 0.205 0.967
H -0.014 -2.081 5.565
H 0.861 -0.909 7.551
H 1.912 1.319 7.307
H 2.068 2.379 5.070
H 1.193 1.220 3.088
C -2.073 3.401 0.964
N -2.872 4.603 1.251
C -4.248 4.340 0.824
N -4.348 4.000 -0.599
C -3.504 2.818 -0.849
N -2.114 3.039 -0.456
C -1.607 4.175 -1.231
N -2.390 5.399 -1.001
C -2.344 5.700 0.433
C -3.781 5.116 -1.366
H -2.474 2.576 1.555
H -1.037 3.567 1.260
H -4.854 5.228 1.017
H -4.645 3.510 1.414
H -3.538 2.569 -1.910
H -3.905 1.976 -0.283
H -1.653 3.922 -2.291
H -0.571 4.363 -0.950
H -2.933 6.600 0.626
H -1.309 5.886 0.722
H -3.823 4.867 -2.429
H -4.384 6.010 -1.188
F 6.083 -2.576 -1.636
C 5.966 -1.249 -1.582
F 7.084 -0.689 -1.998
F 5.758 -0.904 -0.308
S 4.495 -0.681 -2.602
O 3.458 -0.525 -1.576
O 4.890 0.516 -3.273
N 4.104 -1.876 -3.520
S 5.090 -2.544 -4.572
O 6.413 -1.990 -4.554
O 4.907 -3.961 -4.585
C 4.323 -1.980 -6.150
F 4.804 -2.708 -7.158
F 4.596 -0.699 -6.378
F 2.998 -2.134 -6.110



56
Properties=species:S:1:pos:R:3 method="wB97M-V/def2-TZVPD" charge=+1 e_lumo_ev=-3.696 total_energy_ev=-30432.5945
N 0.818 -3.605 0.739
C -0.116 -2.882 -0.119
N -0.517 -1.668 0.562
N 0.500 -2.438 -1.360
C -1.236 -3.889 -0.501
S -2.824 -3.144 -0.907
H 1.199 -2.977 1.437
H 0.418 -4.413 1.194
H -0.991 -1.863 1.437
H -1.031 -1.031 -0.030
H 1.322 -1.911 -1.082
H 0.871 -3.260 -1.827
H -0.936 -4.422 -1.390
H -1.452 -4.587 0.286
H -2.888 -1.901 -0.393
H -2.975 -3.055 -2.237
C 5.899 1.358 -0.052
C 5.578 1.017 1.401
C 5.258 -0.460 1.623
C 4.030 -0.970 0.868
C 2.732 -0.219 1.167
C 2.294 -0.314 2.625
H 5.052 1.165 -0.712
H 6.157 2.413 -0.152
H 6.748 0.773 -0.410
H 4.749 1.640 1.748
H 6.435 1.279 2.024
H 5.128 -0.638 2.694
H 6.121 -1.060 1.322
H 3.893 -2.031 1.108
H 4.222 -0.930 -0.209
H 1.939 -0.633 0.540
H 2.828 0.830 0.880
H 2.159 -1.356 2.929
H 1.345 0.204 2.779
H 3.024 0.136 3.296
C -1.363 1.981 -0.942
C -2.556 2.353 -0.065
C -3.750 1.416 -0.228
C -4.358 1.377 -1.632
C -4.837 2.728 -2.159
C -5.950 3.347 -1.319
H -1.606 2.033 -2.004
H -0.527 2.655 -0.765
H -1.017 0.965 -0.722
H -2.858 3.380 -0.277
H -2.243 2.339 0.981
H -4.519 1.690 0.497
H -3.433 0.394 0.047
H -5.203 0.679 -1.627
H -3.625 0.962 -2.333
H -5.198 2.588 -3.180
H -3.997 3.423 -2.228
H -6.813 2.682 -1.264
H -6.282 4.288 -1.756
H -5.621 3.559 -0.301



24
Properties=species:S:1:pos:R:3 method="wB97M-V/def2-TZVPD" e_above_lowest_kcal_mol=174.78 e_lumo_ev=0.401 total_energy_ev=-21861.1086
C 0.423 -2.185 0.060
C 0.329 -1.743 1.512
C -0.233 -0.369 1.845
C -0.809 1.462 -0.254
C 0.460 2.155 -0.219
C 1.088 2.696 -1.314
C 0.550 2.379 -2.473
C -0.577 1.516 -2.603
C -1.237 0.941 -1.601
H -0.579 -1.893 -0.178
H 0.445 -3.414 0.161
H 1.183 -1.678 -0.780
H 1.290 -1.961 1.888
H -0.140 -3.564 2.475
H -1.160 -1.618 3.108
H -0.558 -0.514 2.853
H 0.649 0.348 1.821
H 1.160 2.021 0.775
H 2.293 3.054 -1.294
H 0.743 3.073 -3.525
H -0.919 1.275 -3.605
H -1.974 0.180 -1.692
N -0.671 -2.490 2.051
S -1.756 0.329 0.988



78
Properties=species:S:1:pos:R:3 method="wB97M-V/def2-TZVPD" charge=+2 e_lumo_ev="-10.212 / -10.268" s2=3.75 total_energy_ev=-147550.9840 multiplicity=4
Ti 17.574 13.467 5.354
Be 20.125 16.100 8.179
As 15.828 15.863 7.828
F 15.701 16.834 9.297
F 15.791 17.300 6.837
F 16.031 14.839 6.360
F 15.828 14.411 8.829
F 14.079 15.794 7.691
F 17.586 16.005 7.960
C 16.194 20.440 10.430
O 17.020 19.341 10.048
H 16.759 21.355 10.585
H 15.444 20.572 9.647
H 15.698 20.204 11.374
H 16.467 18.553 10.059
C 17.597 20.303 6.985
O 18.732 20.489 6.120
H 17.904 19.683 7.826
H 17.330 21.280 7.390
H 16.700 19.891 6.519
H 18.603 21.319 5.652
C 19.006 17.164 5.182
O 19.105 17.744 6.471
H 18.392 16.246 5.152
H 18.591 17.912 4.507
H 20.011 16.916 4.831
H 18.876 18.684 6.323
C 18.905 16.628 11.180
O 19.029 17.312 9.914
H 19.112 17.342 11.976
H 17.887 16.251 11.279
H 19.618 15.808 11.207
H 18.410 18.063 9.904
C 16.666 11.327 7.145
O 17.329 12.535 7.576
H 17.315 10.634 6.609
H 16.270 10.792 8.010
H 15.752 11.531 6.571
H 16.679 13.042 8.108
C 12.484 16.241 10.733
C 12.196 14.826 10.219
C 13.222 13.772 10.570
O 12.496 12.744 11.226
C 11.242 13.208 11.508
O 10.429 12.661 12.180
O 10.998 14.285 10.764
H 11.623 16.894 10.628
H 13.345 16.616 10.173
H 12.912 16.189 11.737
H 12.080 14.882 9.135
H 14.022 14.189 11.189
H 13.734 13.338 9.710
C 13.408 16.018 4.322
C 12.053 15.315 4.485
C 12.197 13.959 5.135
O 11.497 14.109 6.355
C 10.984 15.346 6.500
O 10.266 15.693 7.375
O 11.330 16.119 5.411
H 13.315 17.087 4.120
H 13.916 15.582 3.456
H 14.025 15.994 5.221
H 11.458 15.260 3.575
H 13.228 13.665 5.346
H 11.767 13.235 4.442
C 12.480 20.155 9.822
C 12.930 19.225 8.680
C 11.805 18.554 7.901
O 12.110 18.827 6.533
C 12.998 19.774 6.447
O 13.236 20.361 5.423
O 13.465 20.111 7.682
H 13.352 20.767 10.061
H 12.266 19.647 10.764
H 11.676 20.836 9.554
H 13.728 18.544 8.984
H 10.833 19.025 8.044
H 11.778 17.496 8.150



45
Properties=species:S:1:pos:R:3 method="wB97M-V/def2-TZVPD" charge=+1 e_lumo_ev=-4.550 total_energy_ev=-48654.7310
C 2.363 -1.658 2.137
C 2.392 -1.057 0.722
C 3.465 -1.742 -0.127
C 2.602 0.467 0.736
C 3.998 0.908 1.175
C 1.548 1.179 1.579
O 0.527 1.763 0.704
C -0.692 1.280 0.653
C -1.437 0.977 1.794
F -0.968 1.157 3.018
C -2.697 0.478 1.657
F -3.391 0.162 2.726
N -3.272 0.287 0.464
P -4.903 -0.485 0.330
N -5.000 -1.693 -0.606
C -2.584 0.650 -0.679
P -3.335 0.436 -2.344
O -2.789 -0.730 -3.059
C -1.316 1.123 -0.615
C -0.540 1.416 -1.858
B -0.044 0.080 -2.581
O -0.194 -1.091 -1.890
O 0.536 0.150 -3.817
H 2.789 -2.658 2.150
H 2.881 -1.031 2.860
H 1.339 -1.761 2.501
H 1.430 -1.256 0.247
H 3.741 -1.159 -1.004
H 4.361 -1.909 0.471
H 3.119 -2.728 -0.431
H 2.464 0.819 -0.291
H 4.778 0.425 0.597
H 4.088 1.987 1.056
H 4.158 0.704 2.233
H 1.975 2.005 2.140
H 1.094 0.505 2.297
H -5.195 -0.718 1.668
H -5.659 0.653 0.010
H -4.171 -2.020 -1.087
H -3.076 1.681 -2.921
H -4.710 0.459 -2.111
H -1.117 2.034 -2.546
H 0.343 2.005 -1.615
H -0.306 -1.834 -2.496
H 1.407 -0.258 -3.848



9
Properties=species:S:1:pos:R:3 method="wB97M-V/def2-TZVPD" e_above_lowest_kcal_mol=59.25 e_lumo_ev="-0.609 / -1.105" total_energy_ev=-19315.5285
C -0.485 1.238 -0.279
C -0.085 -0.137 -0.669
Si -0.206 -1.348 0.778
P 1.277 1.253 -0.308
H -0.941 1.137 0.744
H -0.194 -0.596 -1.703
H 0.690 -1.937 1.766
H -1.455 -1.238 1.425
H 1.399 1.628 -1.755



13
Properties=species:S:1:pos:R:3 method="wB97M-V/def2-TZVPD" e_above_lowest_kcal_mol=22.08 charge=-1 e_lumo_ev=4.575 total_energy_ev=-6777.0346
C -0.730 -1.985 0.564
O -0.719 -1.019 1.553
H -0.041 -2.811 0.869
H -1.747 -2.366 0.495
H -0.349 -1.613 -0.342
C -0.324 1.873 -1.080
C 0.827 1.508 -0.502
N 1.046 0.440 0.356
H -1.194 1.290 -0.926
H -0.498 2.636 -1.813
H 1.755 1.910 -0.826
H 1.961 0.280 0.570
H 0.013 -0.143 1.082



What did the first record say?
12
Properties=species:S:1:pos:R:3 method="wB97M-V/def2-TZVPD" e_above_lowest_kcal_mol=50.76 charge=+1 e_lumo_ev="-5.983 / -5.038" total_energy_ev=-28844.0682
C 0.045 -0.243 -0.083
C -1.384 1.480 -0.937
N -0.310 0.721 -0.968
N 1.206 -0.906 -0.240
O 1.394 -1.381 2.342
S -1.104 -0.616 1.155
S -0.020 -1.602 2.644
H -1.570 2.156 -1.751
H -2.083 1.411 -0.124
H 0.323 0.845 -1.759
H 1.892 -0.520 -0.876
H 1.610 -1.345 0.596